CHBrN4O | ωB97M-V/def2-TZVPD

Element x y z (Å)
O -0.9876 0.2057 -1.2865
C -0.1181 -0.0216 -0.3979
Br 1.7144 -1.2509 -1.0973
N -0.5024 -0.6308 0.9100
N 0.0777 -0.0460 1.7876
N 0.9112 1.0368 1.1619
N 0.7378 0.9695 -0.0398
H -1.8331 -0.2627 -1.0380

- HOMO energy: -10.6 eV
- LUMO energy: -2.32 eV
- Energy above the lowest of the compared OMol25 structures with the same formula, charge and spin: 0.800 eV

Atom charges from the natural (NBO) analysis, given in e for atoms 1 to 4: -0.599, 0.572, -0.157, -0.185

C4H9NO | ωB97M-V/def2-TZVPD

Element x y z (Å)
C -1.3454 1.0732 -0.6336
N -1.2324 -0.1812 -0.6574
C -0.0084 -0.7555 -1.1199
C 0.6433 -0.2393 -2.1483
C 0.5626 -1.7228 -0.1058
H -2.3261 1.4245 -0.3066
H -0.5992 1.8429 -0.8345
H 0.0560 0.4532 -2.7313
H 1.6161 -0.4998 -2.5356
H 0.6919 -2.6756 -0.6161
H -0.0421 -1.8317 0.7871
H 1.5384 -1.3936 0.2596
O 0.3814 1.7163 3.3397
H -0.3458 1.2070 3.0121
H 0.4096 1.5822 4.2905

- HOMO energy: -9.1 eV
- LUMO energy: 0.80 eV
- Energy above the lowest of the compared OMol25 structures with the same formula, charge and spin: 2.468 eV

Atom charges from the natural (NBO) analysis, given in e for atoms 1 to 4: -0.044, -0.413, 0.153, -0.455

C4HClNO2 | ωB97M-V/def2-TZVPD

Element x y z (Å)
C -1.5254 -0.5376 0.9861
C 1.3413 0.2736 -0.8678
C -1.1651 0.6813 0.4850
C 0.9404 0.1006 0.4531
N -1.5361 -1.5306 1.6091
O 1.1941 -0.7893 1.1867
O 1.1745 1.3779 -1.4686
Cl -1.9289 1.1707 -1.0721
H 1.5054 -0.7467 -1.3115

- Total charge: -1
- HOMO energy (spin up / spin down): -3.6 / -3.1 eV
- LUMO energy (spin up / spin down): 3.38 / 2.84 eV
- Energy above the lowest of the compared OMol25 structures with the same formula, charge and spin: 2.447 eV

Atom charges from the natural (NBO) analysis, given in e for atoms 1 to 4: 0.125, 0.151, -0.387, 0.531

C26H26BrN8O2PPd | ωB97M-V/def2-TZVPD

Element x y z (Å)
Pd 0.0036 1.1189 -0.6714
C 4.8082 3.1338 0.5591
N 3.7794 2.3010 -0.0846
C 4.0249 1.3643 -1.0508
C 2.8245 0.8312 -1.4071
N 1.8658 1.4432 -0.6425
C 2.4567 2.3408 0.1495
P 1.6025 3.5055 1.2625
C 0.4340 4.0274 -0.0427
N -0.1570 3.2349 -0.9389
C -0.8367 4.0374 -1.8136
C -0.6612 5.3351 -1.4282
N 0.1373 5.3147 -0.3232
C 0.5790 6.5063 0.4157
C 0.6264 2.2547 2.1629
N -0.0416 1.2467 1.6130
C -0.6444 0.5744 2.6384
C -0.3331 1.1899 3.8197
N 0.4674 2.2469 3.5078
C 1.0284 3.1986 4.4759
H 5.7746 2.8478 0.1560
H 4.8048 2.9674 1.6331
H 4.6278 4.1831 0.3396
H 5.0157 1.1665 -1.4231
H 2.6030 0.1037 -2.1681
H -1.3806 3.6567 -2.6610
H -1.0236 6.2529 -1.8603
H 0.0721 7.3709 -0.0013
H 1.6530 6.6381 0.3074
H 0.3145 6.4158 1.4659
H -1.2679 -0.2893 2.4815
H -0.6174 0.9683 4.8345
H 0.7105 2.9005 5.4701
H 0.6600 4.2017 4.2752
H 2.1146 3.1828 4.4323
C -3.0878 1.6214 -0.6891
O -2.0952 0.5499 -0.8188
C -2.5470 -0.7388 -0.8299
C -3.9152 -1.0361 -0.7282
C -4.4023 -2.3418 -0.7998
Br -6.2336 -2.6487 -0.7047
C -3.5142 -3.3772 -0.9508
C -2.1051 -3.1167 -1.0246
C -1.6361 -1.7614 -1.0120
O -0.3169 -1.4141 -1.1718
C -1.2952 -4.2486 -1.0509
N -1.8778 -5.5341 -1.2543
C -0.9114 -6.3741 -1.2585
C -0.9857 -7.8264 -1.4222
C 0.1661 -8.5131 -1.2662
C 1.3949 -7.8153 -1.0218
C 1.5261 -6.4134 -0.8432
C 0.3798 -5.7104 -0.9888
N 0.0497 -4.3703 -0.8933
H -3.7410 1.6167 -1.5597
H -2.5155 2.5393 -0.6504
H -3.6445 1.4957 0.2372
H -4.6358 -0.2359 -0.6264
H -3.8618 -4.3987 -0.9831
H 0.0554 -1.8124 -1.9732
H -1.9315 -8.2945 -1.6674
H 0.1893 -9.5916 -1.3539
H 2.3050 -8.4078 -0.9800
H 2.4883 -5.9761 -0.6139
H 0.6739 -3.6381 -0.5836

- Total charge: +4
- HOMO energy (spin up / spin down): -18.5 / -18.5 eV
- LUMO energy (spin up / spin down): -14.96 / -14.95 eV

Atom charges from the natural (NBO) analysis, given in e for atoms 1 to 4: 1.070, -0.415, -0.280, -0.015

C40H83BrNO8 | ωB97M-V/def2-TZVPD

Element x y z (Å)
C 5.4065 0.8082 1.2979
C 4.2060 1.5368 1.9133
C 3.8222 2.7596 1.1023
Br 3.2440 2.3395 -0.6851
N 2.7845 3.6122 1.8151
C 1.3025 3.3724 1.5979
C 0.8487 1.9829 1.9881
C -0.6924 1.8913 1.9328
C -1.1000 0.4855 1.4994
C -1.3286 2.3061 3.2664
H 6.0079 1.4722 0.6745
H 5.0859 -0.0250 0.6771
H 6.0571 0.4147 2.0759
H 3.3509 0.8683 2.0031
H 4.4600 1.8817 2.9224
H 4.6819 3.4122 0.9778
H 2.9842 4.5878 1.5890
H 2.9687 3.5072 2.8158
H 0.8101 4.1295 2.2110
H 1.1036 3.5941 0.5520
H 1.1908 1.7540 3.0032
H 1.2862 1.2415 1.3183
H -1.0247 2.6010 1.1663
H -0.8652 0.3168 0.4478
H -0.5755 -0.2768 2.0797
H -2.1642 0.3068 1.6400
H -0.7166 2.0029 4.1186
H -1.4857 3.3837 3.3363
H -2.3020 1.8330 3.3896
C -1.3989 -4.7743 0.4477
C -0.9348 -3.8470 -0.6730
C -1.7499 -2.5938 -0.3833
O -1.9279 -2.5458 1.0342
C -1.5463 -3.8015 1.6090
H -0.7012 -5.5807 0.6669
H -2.3651 -5.2144 0.1947
H 0.1336 -3.6403 -0.5751
H -1.1195 -4.2416 -1.6710
H -2.7290 -2.6426 -0.8720
H -1.2522 -1.6764 -0.7057
H -0.6001 -3.6791 2.1471
H -2.3099 -4.1043 2.3264
C -4.5346 -1.3513 -3.8309
C -3.3207 -1.3374 -4.7588
C -2.6655 -2.6706 -4.4279
O -3.7248 -3.5580 -4.0636
C -4.9340 -2.8202 -3.8797
H -5.3393 -0.6945 -4.1592
H -4.2492 -1.0643 -2.8155
H -3.6450 -1.3446 -5.7983
H -2.6607 -0.4851 -4.5967
H -1.9744 -2.5794 -3.5799
H -2.1228 -3.0992 -5.2714
H -5.6051 -3.0088 -4.7246
H -5.4181 -3.1700 -2.9666
C -5.7940 -4.5281 -8.3929
C -5.5180 -3.4945 -9.4836
C -5.0514 -2.3005 -8.6608
O -4.4016 -2.8415 -7.5081
C -4.6629 -4.2463 -7.4137
H -5.7858 -5.5547 -8.7558
H -6.7617 -4.3378 -7.9240
H -4.7166 -3.8416 -10.1385
H -6.3870 -3.2646 -10.0982
H -5.9016 -1.6886 -8.3399
H -4.3455 -1.6594 -9.1906
H -3.7574 -4.7980 -7.6876
H -4.9042 -4.4845 -6.3778
C -1.8847 -6.6601 6.2510
C -2.1045 -5.1518 6.1618
C -0.7177 -4.6708 5.7589
O -0.1469 -5.7107 4.9630
C -0.9337 -6.8991 5.0859
H -2.8024 -7.2407 6.1655
H -1.4012 -6.9030 7.1981
H -2.8329 -4.9155 5.3820
H -2.4387 -4.7110 7.0988
H -0.0916 -4.5092 6.6423
H -0.7367 -3.7529 5.1667
H -1.4831 -7.0642 4.1522
H -0.2618 -7.7434 5.2436
C 7.9393 6.0540 0.8022
C 6.5875 5.4198 0.4828
C 5.8732 5.5407 1.8247
O 6.3712 6.7023 2.4502
C 7.5273 7.1812 1.7418
H 8.4667 6.4118 -0.0792
H 8.5818 5.3416 1.3225
H 6.0690 6.0096 -0.2757
H 6.6581 4.3908 0.1256
H 6.0714 4.6656 2.4622
H 4.7838 5.6547 1.7157
H 7.2545 8.0839 1.1892
H 8.2912 7.4367 2.4738
C 3.7215 3.6046 -4.4251
C 4.0833 3.8208 -5.8934
C 3.5155 2.5606 -6.5339
O 2.3690 2.2028 -5.7559
C 2.3497 2.9499 -4.5480
H 3.6976 4.5239 -3.8396
H 4.4304 2.9156 -3.9587
H 3.5770 4.7072 -6.2798
H 5.1520 3.9337 -6.0676
H 4.2393 1.7402 -6.5044
H 3.2000 2.7058 -7.5667
H 1.5571 3.7067 -4.6003
H 2.1160 2.2710 -3.7222
C -1.7412 -4.4192 11.3035
C -0.6166 -3.5220 10.7902
C 0.0863 -4.4505 9.8084
O -0.9280 -5.3002 9.2691
C -2.1260 -5.1765 10.0395
H -2.5774 -3.8699 11.7329
H -1.3596 -5.1089 12.0585
H -1.0304 -2.6564 10.2683
H 0.0472 -3.1639 11.5757
H 0.8386 -5.0639 10.3147
H 0.5714 -3.9231 8.9851
H -2.8730 -4.6208 9.4609
H -2.5175 -6.1752 10.2355
C -1.0459 5.1361 -3.0834
C -1.4011 5.2616 -4.5635
C -1.8195 6.7239 -4.6529
O -1.0412 7.4192 -3.6735
C -0.3973 6.4886 -2.8136
H -0.3786 4.3003 -2.8672
H -1.9514 5.0183 -2.4846
H -0.5172 5.0822 -5.1797
H -2.1844 4.5774 -4.8847
H -2.8817 6.8471 -4.4200
H -1.6257 7.1692 -5.6284
H 0.6753 6.4610 -3.0460
H -0.5164 6.8282 -1.7822

- Total charge: +1
- HOMO energy: -10.6 eV
- LUMO energy: -2.83 eV

Atom charges from the Löwdin analysis, given in e for atoms 1 to 4: -0.087, -0.267, -0.662, 0.874

C40H32ClN9OPS2TeTi | ωB97M-V/def2-TZVPD

Element x y z (Å)
Ti -1.1354 -0.0677 0.5120
Cl -1.8765 6.5853 3.4033
C -1.9571 4.8967 2.9406
C -2.3253 3.9510 3.8880
C -2.3505 2.6149 3.5103
C -2.0070 2.2010 2.2272
O -1.9396 0.8985 1.9680
C -1.7149 3.1876 1.2347
C -1.5534 2.8722 -0.1343
N -1.6112 1.6034 -0.6010
C -1.8954 1.3494 -1.9197
C -1.7112 2.1918 -3.0032
C -2.0933 1.7839 -4.2955
C -2.6727 0.5680 -4.5278
C -2.8790 -0.3239 -3.4444
C -3.4941 -1.5855 -3.5774
C -3.6692 -2.3726 -2.4733
C -3.1834 -1.9266 -1.2337
N -2.5792 -0.7682 -1.0731
C -2.4608 0.0553 -2.1561
C -1.6734 4.5418 1.6439
H -2.5698 4.2522 4.8971
H -2.6123 1.8453 4.2265
H -1.5087 3.6984 -0.8369
H -1.2538 3.1617 -2.8653
H -1.9205 2.4601 -5.1244
H -2.9740 0.2690 -5.5240
H -3.8242 -1.9138 -4.5563
H -4.1441 -3.3427 -2.5302
H -3.2849 -2.5499 -0.3570
H -1.4394 5.3081 0.9138
N 2.2131 0.0397 1.4921
P 1.1347 1.3239 1.2682
C 1.4222 2.2664 2.8080
C 0.8193 1.7433 3.9521
C 1.0315 2.3288 5.1898
C 1.8401 3.4517 5.2960
C 2.4472 3.9763 4.1641
C 2.2466 3.3820 2.9259
C 2.0050 2.2976 -0.0009
C 2.9260 1.6933 -0.8508
C 3.5102 2.4194 -1.8817
C 3.1944 3.7558 -2.0602
C 2.2941 4.3727 -1.1984
C 1.7009 3.6496 -0.1766
C 1.8077 -1.2650 1.6550
C 2.7749 -2.2320 1.9518
C 2.3839 -3.5350 2.1320
C 1.0401 -3.8568 2.0055
C 0.1581 -2.8451 1.7004
N 0.5089 -1.5573 1.5355
H 3.2003 0.2026 1.6126
H 0.1730 0.8763 3.8622
H 0.5498 1.9189 6.0687
H 1.9923 3.9216 6.2598
H 3.0795 4.8520 4.2434
H 2.7333 3.7932 2.0503
H 3.1736 0.6446 -0.7365
H 4.2005 1.9240 -2.5529
H 3.6463 4.3187 -2.8676
H 2.0511 5.4209 -1.3239
H 1.0114 4.1403 0.4985
H 3.8135 -1.9370 2.0081
H 3.1200 -4.2969 2.3580
H 0.6712 -4.8658 2.1203
H -0.8882 -3.0648 1.5831
N 3.9376 -1.4721 -3.6863
C 3.2273 -1.2289 -2.5082
N 3.6992 -1.3782 -1.3206
N 1.9763 -0.7499 -2.7772
C 1.1617 -0.6025 -1.8154
N 0.3681 -0.4181 -0.9742
H 4.6762 -2.1508 -3.6071
H 3.3402 -1.6098 -4.4864
H 4.6464 -1.7454 -1.3622
H 1.2583 -4.2762 -1.7452
S -2.9694 -1.6838 2.1677
C -3.1242 -3.3110 1.8281
N -3.2161 -4.4405 1.5601
Te -0.2935 -3.7057 -1.8961
C -1.1533 -5.5890 -2.2012
C -2.0164 -6.2119 -1.3435
C -2.5122 -7.4388 -1.8684
C -2.0200 -7.7207 -3.1071
S -0.9608 -6.4924 -3.6489
H -2.2903 -5.8017 -0.3786
H -3.1961 -8.0852 -1.3364
H -2.2112 -8.5902 -3.7164

- Total charge: -1
- HOMO energy (spin up / spin down): -2.9 / -5.1 eV
- LUMO energy (spin up / spin down): 2.09 / 2.06 eV
- Energy above the lowest of the compared OMol25 structures with the same formula, charge and spin: 0.849 eV
- Multiplicity: 3

Atom charges from the Löwdin analysis, given in e for atoms 1 to 4: 0.820, 0.600, -0.685, -0.128

C5H9NO | ωB97M-V/def2-TZVPD

Element x y z (Å)
C 1.8260 0.0283 0.7882
C 1.2510 -1.1928 0.7168
C -0.0395 -1.4551 -0.0140
C -0.5500 -0.3382 -0.9566
N -1.1457 0.7505 -0.1316
C -1.1553 2.0852 -0.4851
O -2.0691 2.7966 -0.1459
H 1.0989 0.7714 1.1352
H 2.8693 0.2322 0.9805
H 1.5479 -2.0800 1.2943
H 0.1254 -2.3996 -0.5363
H -0.9608 -1.6012 0.5971
H -1.4674 -0.7428 -1.3833
H 0.1046 0.1697 -1.6577
H -1.1857 0.6343 0.8724
H -0.2495 2.3417 -1.0741

- HOMO energy: -9.2 eV
- LUMO energy: 0.74 eV
- Energy above the lowest of the compared OMol25 structures with the same formula, charge and spin: 3.337 eV

Atom charges from the natural (NBO) analysis, given in e for atoms 1 to 4: -0.452, -0.142, -0.466, -0.217

C3H13NO2S2 | ωB97M-V/def2-TZVPD

Element x y z (Å)
C 1.4589 1.5432 1.9372
N 0.6267 0.5151 1.3047
C 0.4398 0.7401 -0.1340
C -0.2038 -0.4530 -0.8100
S -1.7550 -1.0286 -0.0324
S -2.9612 0.6166 -0.1480
H 2.4575 1.4881 1.5042
H 1.4613 1.3424 3.0056
H 1.0597 2.5426 1.8025
H -0.2822 0.3910 1.7286
H -0.1237 1.6550 -0.3480
H 1.4338 0.8822 -0.5605
H 0.4822 -1.3026 -0.8518
H -0.4666 -0.1999 -1.8207
H -3.4658 0.4883 -1.3924
O 2.7797 -1.2073 0.5840
H 2.1261 -0.6413 1.0432
H 2.6390 -2.0933 0.9310
O 2.8301 -0.4931 -2.3052
H 3.5882 -0.4283 -2.8920
H 3.1820 -0.8185 -1.4651

- HOMO energy: -9.1 eV
- LUMO energy: 0.56 eV
- Energy above the lowest of the compared OMol25 structures with the same formula, charge and spin: 0.107 eV

Atom charges from the natural (NBO) analysis, given in e for atoms 1 to 4: -0.415, -0.664, -0.252, -0.531

C29H45BO2P2Re | ωB97M-V/def2-TZVPD

Element x y z (Å)
Re -0.1010 -1.2697 1.7108
C -1.8437 -1.5993 2.8602
C -1.5110 -2.8144 2.1663
C 0.2758 -2.2683 3.5571
C -0.7608 -1.2895 3.7494
C -0.1883 -3.2107 2.5672
C -3.0297 -0.7334 2.5964
H -3.3988 -0.8837 1.5804
H -2.7419 0.3156 2.6868
H -3.8801 -0.8932 3.2737
C -0.7236 -0.0851 4.6268
H -1.6764 0.4490 4.5819
H 0.0522 0.6255 4.3373
H -0.5259 -0.3949 5.6563
C 1.6491 -2.2338 4.1672
H 1.7288 -2.9470 5.0067
H 1.8638 -1.2301 4.5653
H 2.4193 -2.5129 3.4300
C 0.5952 -4.3166 1.9316
H 0.3764 -5.2397 2.4825
H 1.6747 -4.1374 1.9711
H 0.3301 -4.4718 0.8773
C -2.3398 -3.4517 1.1035
H -2.8376 -4.3557 1.4807
H -1.7389 -3.7425 0.2342
H -3.1215 -2.7703 0.7541
C -1.6689 2.5634 -1.0370
C -2.5292 1.6357 -1.5761
C -2.8961 0.1548 -1.5784
C -1.8595 -0.8692 -2.0945
C -0.4116 -0.6435 -1.8567
C 0.7624 0.2417 -1.8057
C 0.9217 1.6923 -1.3331
C -0.2089 2.7597 -1.2230
H -3.8049 0.0917 -2.2201
H -2.1300 -1.2306 -3.0940
H -3.2802 -0.2038 -0.6086
H -0.0789 3.4250 -2.0859
H -2.1223 3.2618 -0.3084
H -3.4894 2.1485 -1.8756
H 0.1102 3.3672 -0.3548
H 1.3718 1.6198 -0.3239
H 1.5476 -0.2979 -1.2129
H 1.7524 2.1277 -1.9172
H -2.0870 -1.7749 -1.5133
H -0.2077 -1.3167 -0.9852
P -1.1372 1.2721 -3.5638
C -1.2830 2.9810 -4.1889
C -2.3568 0.5233 -4.7435
P 1.1493 -0.6271 -3.3457
C 0.4315 0.7077 -4.3923
C 0.6628 -2.1993 -4.0941
C 2.9143 -0.5363 -3.7579
H -0.4273 3.5994 -3.8986
H -2.2048 3.3931 -3.7632
H -1.3571 2.9392 -5.2822
H -2.1212 0.9290 -5.7367
H -3.3499 0.8604 -4.4231
H -2.3339 -0.5732 -4.7952
H 3.0522 -0.1252 -4.7685
H 3.3585 -1.5365 -3.7444
H 3.4880 0.0867 -3.0679
H 1.1286 1.5666 -4.4548
H 0.2329 0.3602 -5.4207
H 1.4536 -2.9346 -3.8911
H 0.5705 -2.0847 -5.1853
H -0.2791 -2.5714 -3.6820
O 2.5868 0.4795 1.9625
B 1.1523 0.4452 2.1083
O 0.7450 1.7254 2.6271
C 1.8893 2.3632 3.0018
C 2.0102 3.3868 3.9309
C 3.2447 3.5342 4.5893
C 4.3500 2.7850 4.1890
C 4.2659 1.8739 3.1303
C 3.0073 1.6044 2.5975
H 1.1453 3.9927 4.2011
H 3.3321 4.2484 5.4132
H 5.2988 2.9091 4.7192
H 5.1422 1.3307 2.7792

- Total charge: +2
- HOMO energy (spin up / spin down): -12.4 / -12.3 eV
- LUMO energy (spin up / spin down): -6.81 / -7.26 eV
- Energy above the lowest of the compared OMol25 structures with the same formula, charge and spin: 2.684 eV
- Multiplicity: 4

Atom charges from the Löwdin analysis, given in e for atoms 1 to 4: 1.468, -0.313, -0.311, -0.291

| no. | largest force on an atom (Eh/bohr) |
| --- | --- |
| 1 | 0.0799 |
| 2 | 0.0481 |
| 3 | 0.0914 |
| 4 | 0.0145 |
| 5 | 0.0030 |
| 6 | 0.0130 |
| 7 | 0.0425 |
| 8 | 0.0186 |
| 9 | 0.0949 |